DFT (wB97M-V/def2-TZVPD) results for one molecule with the formula C2H5N5O.

Structure (XYZ):
```
13
Properties=species:S:1:pos:R:3:forces:R:3:lowdin_charge:R:1
C -1.3161 0.8865 -0.2233 1.261 0.530 -0.134 -0.50
C 0.2401 1.0847 -0.4159 -2.484 2.068 0.722 -0.39
N 1.6080 -2.0492 0.1082 -0.149 -0.017 -0.079 0.05
N -1.6009 -0.0722 0.6671 0.979 -1.060 0.709 0.16
N 0.9488 -0.0508 -0.4324 2.139 -3.312 -0.170 0.05
N 1.0633 -0.8987 0.4910 -0.014 1.365 -0.803 -0.08
N 0.7191 2.2353 -0.6359 0.516 -0.570 -0.141 0.17
O -2.0895 1.6255 -0.7815 -0.313 0.011 -0.003 0.06
H 1.9857 -2.6305 0.8372 -0.201 0.111 -0.045 0.10
H 1.8125 -2.2316 -0.8709 0.122 0.370 0.227 0.11
H -2.5664 -0.2189 0.9176 0.171 -0.136 0.100 0.11
H -0.8000 -0.6231 1.0857 -1.791 0.920 -0.555 0.10
H -0.0046 2.9428 -0.7467 -0.235 -0.280 0.171 0.06
```
Forces are in eV/Å.

Properties
E_LUMO, eV: 0.062
HOMO energy, eV: -9.43
Gap between HOMO and LUMO, eV: 9.495
Energy relative to the best compared isomer or geometry (same formula, charge and spin), kJ/mol: 131.2
Structure (SMILES): [H]/N=C(/N=N/N)C(N)=O